(1)
{
  "formula": "C46H55N11O4S",
  "method": "the ωB97M-V functional and the def2-TZVPD basis",
  "elements": ["O", "C", "C", "C", "C", "C", "C", "C", "S", "C", "N", "N", "C", "O", "C", "O", "O", "H", "H", "H", "H", "H", "H", "H", "H", "H", "H", "C", "C", "C", "N", "C", "H", "H", "H", "H", "H", "C", "C", "C", "N", "C", "H", "H", "H", "H", "H", "C", "C", "C", "N", "C", "H", "H", "H", "H", "H", "C", "C", "C", "N", "C", "H", "H", "H", "H", "H", "C", "C", "C", "N", "C", "H", "H", "H", "H", "H", "C", "C", "C", "N", "C", "H", "H", "H", "H", "H", "C", "C", "C", "N", "C", "H", "H", "H", "H", "H", "C", "C", "C", "N", "C", "H", "H", "H", "H", "H", "C", "C", "C", "N", "C", "H", "H", "H", "H", "H"],
  "xyz": [[-0.504007, 5.185016, -3.957511], [-0.587265, 4.078074, -3.394052], [-0.176584, 2.725779, -4.149233], [-0.288363, 1.795640, -3.079791], [0.029540, 0.209345, -3.127568], [1.422715, 0.033683, -2.287365], [2.491883, -0.912600, -3.033620], [3.227996, -0.170685, -4.290687], [5.058770, -0.075527, -4.007978], [5.669568, 1.649259, -4.155623], [7.090303, 1.865189, -4.083609], [7.385883, 3.210581, -4.167766], [6.083600, 3.826763, -4.322765], [4.999545, 2.887695, -4.323936], [-0.738344, 2.418857, -1.688143], [-0.804978, 1.840155, -0.589385], [-0.987713, 3.791216, -2.029365], [0.132715, 2.537347, -5.224027], [0.160674, -0.169852, -4.203402], [-0.827083, -0.396169, -2.668664], [1.162540, -0.282494, -1.222442], [1.909951, 1.083439, -2.229942], [2.033320, -1.919725, -3.335112], [3.339809, -1.102066, -2.267130], [3.020157, -0.819423, -5.207838], [2.754467, 0.860862, -4.507093], [6.051009, 4.961418, -4.415359], [4.849075, 5.395920, -7.311328], [4.309792, 6.089551, -8.423081], [5.302926, 6.184821, -9.366647], [6.423216, 5.578380, -8.863726], [6.154130, 5.089979, -7.613571], [4.338679, 5.146914, -6.392401], [3.305969, 6.475717, -8.522154], [5.309694, 6.631605, -10.349325], [7.307358, 5.502741, -9.339954], [6.912511, 4.569644, -7.047692], [1.320732, -2.673017, 1.424049], [1.268192, -4.088381, 1.382029], [2.491162, -4.530837, 0.938621], [3.277712, -3.434645, 0.707215], [2.574217, -2.298044, 1.005587], [0.529673, -2.002875, 1.727962], [0.428680, -4.714539, 1.647815], [2.867554, -5.528218, 0.767304], [4.226921, -3.460142, 0.370596], [3.024961, -1.323345, 0.892896], [-2.484499, -6.911885, -1.438204], [-3.157923, -6.167681, -0.439038], [-2.261517, -5.258442, 0.068808], [-1.070330, -5.429514, -0.583869], [-1.199123, -6.432270, -1.508535], [-2.894577, -7.709323, -2.040253], [-4.184998, -6.283509, -0.125883], [-2.368319, -4.507451, 0.837242], [-0.228962, -4.899018, -0.411275], [-0.366151, -6.718096, -2.133959], [-5.787731, 3.202732, -2.377436], [-5.829723, 4.075069, -1.262109], [-4.541411, 4.483023, -1.012676], [-3.722792, 3.885729, -1.933067], [-4.474981, 3.107493, -2.772563], [-6.624612, 2.701047, -2.840840], [-6.705188, 4.372384, -0.703703], [-4.137965, 5.144100, -0.260500], [-2.717865, 4.001240, -1.985776], [-4.012330, 2.553126, -3.575824], [-4.112577, 1.077664, 0.836839], [-5.004356, 0.457357, 1.749046], [-4.268436, 0.070926, 2.842461], [-2.963946, 0.430790, 2.623082], [-2.861250, 1.050185, 1.404395], [-4.359551, 1.499046, -0.127456], [-6.066611, 0.310992, 1.619636], [-4.557806, -0.428521, 3.755089], [-2.200069, 0.265873, 3.259510], [-1.909747, 1.415233, 1.047699], [-0.597556, -10.855223, 1.199686], [-0.657781, -10.042181, 2.358060], [-0.406891, -8.750239, 1.964408], [-0.192883, -8.754301, 0.612192], [-0.312556, -10.032465, 0.137054], [-0.747386, -11.923647, 1.148340], [-0.862729, -10.365832, 3.367980], [-0.361189, -7.830987, 2.528808], [0.018725, -7.941972, 0.052993], [-0.183535, -10.246216, -0.913245], [-4.461147, 5.122200, 5.232170], [-5.705237, 4.452116, 5.331786], [-5.551143, 3.214950, 4.754226], [-4.262099, 3.115722, 4.306061], [-3.589111, 4.271646, 4.597237], [-4.228897, 6.115861, 5.586320], [-6.612852, 4.832052, 5.777323], [-6.246274, 2.399517, 4.623232], [-3.868604, 2.314735, 3.835164], [-2.551072, 4.389646, 4.327570], [1.993859, 2.495592, 4.556726], [1.575297, 3.843674, 4.683654], [0.287593, 3.917620, 4.212446], [-0.085531, 2.666284, 3.801553], [0.946262, 1.791948, 4.012398], [2.954476, 2.085401, 4.833654], [2.152057, 4.667889, 5.076459], [-0.393395, 4.750985, 4.132443], [-0.981045, 2.426713, 3.405850], [0.847144, 0.747313, 3.755979], [1.212328, -2.976719, 6.807436], [1.158092, -2.162755, 7.965892], [1.410688, -0.871423, 7.571237], [1.619989, -0.876471, 6.218294], [1.495628, -2.155310, 5.743464], [1.059812, -4.044829, 6.757158], [0.955929, -2.485588, 8.976589], [1.460587, 0.047802, 8.135110], [1.831824, -0.064812, 5.658347], [1.620707, -2.369999, 4.692316]],
  "atomic_forces_ev_per_a": [[-0.9, -4.0, 3.5], [1.5, 1.3, -4.0], [-1.2, -1.2, 5.3], [0.2, -1.0, -2.2], [0.5, 1.1, 0.3], [-0.1, 0.4, -0.7], [0.6, 0.6, 1.0], [-1.9, -0.1, -0.2], [-0.1, 1.7, -0.2], [4.1, 2.2, -0.1], [-4.4, -0.7, -0.1], [-7.3, 0.7, -0.7], [4.1, -2.0, 0.6], [3.5, -0.3, 0.4], [0.9, -1.7, -0.4], [0.2, 3.2, -4.6], [1.1, -0.3, -0.2], [-0.5, 0.7, 1.7], [-0.2, 0.9, 1.5], [1.2, 1.0, -0.5], [0.6, 0.2, -1.5], [-0.7, -1.7, 0.1], [0.7, 1.5, 0.3], [-1.5, 0.0, -1.2], [0.7, 1.0, 1.1], [1.0, -1.6, 0.5], [-0.9, -2.0, 0.1], [0.2, -0.1, 0.1], [0.0, 0.1, -0.3], [0.0, 0.0, 0.0], [-0.1, 0.0, 0.0], [0.1, 0.0, 0.1], [0.0, 0.0, -0.1], [0.1, 0.0, 0.0], [0.0, 0.0, 0.1], [-0.2, 0.0, 0.1], [-0.1, 0.0, 0.0], [0.1, 0.3, 0.0], [0.0, -0.2, 0.0], [0.1, -0.1, -0.1], [-0.1, 0.0, 0.1], [0.0, 0.1, -0.1], [0.1, -0.1, 0.0], [0.1, 0.0, 0.1], [-0.1, 0.1, 0.1], [-0.2, 0.0, 0.1], [-0.1, -0.1, 0.0], [0.2, 0.0, -0.2], [0.0, 0.2, 0.1], [0.0, 0.0, 0.0], [0.0, 0.0, 0.0], [0.0, 0.0, -0.1], [0.1, 0.1, 0.1], [0.1, 0.0, 0.0], [0.0, -0.1, -0.1], [-0.1, 0.0, 0.0], [-0.1, 0.0, 0.0], [0.1, -0.2, -0.2], [0.1, 0.2, 0.2], [0.0, 0.0, 0.0], [-0.2, 0.1, 0.0], [0.0, 0.0, 0.1], [0.1, 0.1, 0.0], [0.1, 0.0, 0.0], [-0.1, -0.1, -0.1], [-0.7, 0.1, 0.1], [-0.1, 0.0, 0.0], [0.3, 0.1, -0.1], [0.0, -0.1, 0.2], [-0.2, -0.2, 0.1], [0.0, 0.1, 0.2], [0.1, 0.1, -0.1], [0.0, 0.0, 0.1], [0.1, 0.0, 0.0], [0.0, 0.0, -0.1], [-0.2, -0.1, -0.1], [-0.3, -0.1, 0.1], [0.0, -0.1, -0.3], [0.0, 0.2, 0.2], [0.1, 0.0, 0.0], [0.1, -0.1, 0.1], [0.1, 0.0, 0.0], [0.0, 0.1, 0.0], [0.0, 0.0, -0.1], [0.0, -0.1, 0.0], [-0.2, -0.2, 0.1], [0.0, 0.0, 0.1], [0.3, 0.1, 0.0], [-0.1, -0.2, 0.0], [0.0, 0.0, 0.0], [0.0, 0.1, 0.1], [-0.1, 0.0, 0.0], [0.0, -0.1, 0.0], [0.1, 0.0, 0.0], [0.1, 0.1, 0.0], [-0.2, 0.1, 0.0], [-0.1, 0.0, 0.0], [0.0, -0.3, 0.0], [-0.2, 0.2, 0.0], [0.0, 0.0, 0.0], [0.0, 0.0, 0.1], [0.0, 0.0, -0.1], [-0.1, 0.1, 0.0], [-0.1, -0.1, 0.0], [0.1, 0.0, 0.0], [0.1, 0.1, 0.0], [0.0, 0.1, 0.0], [0.0, -0.1, -0.3], [0.0, 0.2, 0.1], [0.0, 0.0, 0.0], [0.0, -0.1, 0.0], [0.0, 0.0, -0.1], [0.0, 0.1, 0.0], [0.0, 0.0, -0.1], [0.0, -0.1, 0.0], [-0.1, -0.1, 0.2], [0.0, 0.0, 0.1]],
  "homo_ev": -8.1,
  "total_energy_ha": -3087.03745,
  "orbital_gap_ev": 6.27
}


(2)
{
  "formula": "C46H56BrClIN8NaO2P2Se",
  "method": "the ωB97M-V functional and the def2-TZVPD basis",
  "elements": ["Na", "O", "C", "C", "C", "C", "C", "C", "C", "O", "N", "N", "C", "C", "Br", "C", "C", "C", "C", "C", "C", "C", "H", "H", "H", "H", "H", "H", "H", "H", "H", "H", "H", "H", "H", "H", "C", "P", "C", "N", "C", "C", "C", "C", "C", "C", "N", "C", "P", "C", "C", "C", "C", "C", "C", "C", "C", "C", "H", "H", "H", "H", "H", "H", "H", "H", "H", "H", "H", "H", "H", "H", "H", "H", "H", "H", "H", "H", "H", "H", "H", "H", "H", "H", "H", "H", "I", "Cl", "C", "N", "C", "C", "N", "C", "H", "H", "H", "H", "H", "H", "C", "N", "C", "Se", "N", "C", "C", "C", "C", "C", "C", "H", "H", "H", "H", "H", "H", "H", "H"],
  "xyz": [[-0.059127, -0.968766, -3.217026], [2.800531, -0.134217, -5.500277], [3.651934, -1.059061, -5.001151], [4.239778, -2.070296, -5.752530], [5.164181, -2.923847, -5.155167], [5.505724, -2.763426, -3.820248], [4.885183, -1.762686, -3.070296], [3.949017, -0.916537, -3.638227], [3.046468, 0.072868, -2.885907], [1.842366, -0.390768, -2.677759], [3.760053, 0.467358, -1.572234], [3.067235, 0.794063, -0.529954], [3.628436, 1.443101, 0.439147], [2.892859, 1.951814, 1.586358], [1.037115, 1.568207, 1.587278], [3.501704, 2.658815, 2.548919], [3.064763, 3.351802, 3.769287], [4.058181, 4.047410, 4.474355], [3.783183, 4.755965, 5.631998], [2.490175, 4.790944, 6.138549], [1.491608, 4.102558, 5.461519], [1.765789, 3.394803, 4.297094], [2.209493, -0.438849, -6.208408], [3.968944, -2.182856, -6.796708], [5.615143, -3.717374, -5.740883], [6.218914, -3.433731, -3.353330], [5.093597, -1.674508, -2.008745], [3.097603, 1.026502, -3.458031], [4.676913, 0.897048, -1.674801], [4.694782, 1.681847, 0.410845], [4.568043, 2.767566, 2.359567], [5.073092, 4.026613, 4.092704], [4.581663, 5.283256, 6.140455], [2.264688, 5.347401, 7.041079], [0.474123, 4.116754, 5.836596], [0.960337, 2.877879, 3.796247], [-1.655522, -0.662520, 2.412350], [-2.009697, 0.080181, 0.756334], [-1.897130, 1.903071, 1.187417], [-1.932787, 2.301509, 2.428621], [-1.594014, 3.595926, 2.697188], [-1.627032, 4.065650, 4.031262], [-1.244961, 5.344945, 4.314898], [-0.809219, 6.208833, 3.280029], [-0.781641, 5.776805, 1.985178], [-1.184415, 4.457672, 1.669847], [-1.166416, 4.040855, 0.371029], [-1.536345, 2.820468, 0.110333], [-1.565203, 2.139090, -1.640995], [0.253887, 2.078372, -1.894189], [-2.070735, 3.593373, -2.722197], [-3.418959, 4.115451, -2.217004], [-1.072217, 4.746041, -2.848285], [-2.266840, 2.965683, -4.109102], [-3.863687, -0.219324, 0.611071], [-4.007882, -1.698947, 0.233905], [-4.636874, 0.085338, 1.893473], [-4.419291, 0.629170, -0.537202], [-2.131056, -0.119814, 3.226211], [-0.572775, -0.647455, 2.563698], [-1.972408, -1.706024, 2.404284], [-1.949582, 3.377555, 4.804445], [-1.258788, 5.700359, 5.338244], [-0.490644, 7.215231, 3.521135], [-0.453748, 6.415640, 1.174216], [0.740521, 2.940116, -1.430964], [0.461565, 2.047205, -2.967580], [0.660818, 1.159629, -1.467701], [-3.351322, 4.522133, -1.202910], [-4.174036, 3.323584, -2.224572], [-3.767857, 4.918754, -2.876947], [-0.823373, 5.187028, -1.884635], [-1.513199, 5.521002, -3.488348], [-0.149592, 4.412291, -3.327725], [-2.974675, 2.133549, -4.086223], [-1.341591, 2.570766, -4.533344], [-2.649646, 3.724658, -4.802451], [-3.605489, -2.360977, 1.006264], [-3.492066, -1.914852, -0.707721], [-5.070266, -1.938710, 0.106661], [-4.409578, -0.632886, 2.684634], [-5.713357, 0.025712, 1.688482], [-4.419535, 1.086122, 2.273639], [-3.891142, 0.430059, -1.472953], [-4.342688, 1.699868, -0.320492], [-5.480560, 0.390275, -0.677508], [-0.607940, 0.042747, -6.417514], [-2.340300, -2.329673, -2.832979], [1.015474, -3.860467, 3.232521], [0.400637, -3.427525, 1.997714], [-0.887956, -3.695680, 1.578346], [-1.051979, -2.996775, 0.415174], [0.105099, -2.315212, 0.105113], [0.940042, -2.580926, 1.072454], [0.610387, -4.830053, 3.517694], [0.838989, -3.152152, 4.044010], [2.090917, -3.962461, 3.090781], [-1.536120, -4.363060, 2.125347], [-1.904111, -2.958576, -0.255734], [1.957155, -2.214305, 1.142999], [2.073521, -5.794089, -0.458224], [0.755249, -5.537761, -0.978635], [0.463353, -4.633330, -1.985065], [1.578629, -3.491083, -2.824021], [-0.893855, -4.670112, -2.129627], [-1.463500, -5.528419, -1.209565], [-2.777430, -5.848610, -0.930645], [-3.014571, -6.778032, 0.084158], [-1.965548, -7.366646, 0.785410], [-0.637179, -7.036659, 0.502682], [-0.411201, -6.106833, -0.493760], [2.729348, -5.005768, -0.822500], [2.455948, -6.760137, -0.797276], [2.043526, -5.779639, 0.633742], [-1.367106, -3.863563, -2.551799], [-3.588146, -5.374515, -1.471096], [-4.035225, -7.047072, 0.328599], [-2.180570, -8.087236, 1.565447], [0.183030, -7.482537, 1.052082]],
  "atomic_forces_ev_per_a": [[-0.4, -0.2, -0.3], [0.1, 0.1, -0.3], [0.0, 0.0, 0.0], [0.0, 0.1, 0.0], [0.0, 0.1, 0.1], [-0.1, 0.0, -0.1], [0.0, -0.1, 0.0], [0.0, 0.0, 0.1], [-0.1, 0.1, 0.2], [0.8, 0.3, 0.2], [0.1, -0.4, -0.2], [-0.1, 0.3, 0.2], [-0.2, 0.0, 0.1], [-0.1, -0.4, -0.4], [0.6, -0.1, 0.1], [0.1, 0.2, 0.3], [0.0, -0.1, -0.1], [0.0, 0.1, 0.1], [0.0, 0.0, 0.0], [0.0, -0.1, -0.1], [0.1, -0.1, 0.0], [0.0, 0.0, 0.0], [-0.1, -0.1, 0.2], [0.0, 0.0, 0.0], [0.0, 0.0, 0.0], [0.0, 0.0, 0.0], [0.0, 0.0, 0.0], [-0.1, 0.1, 0.0], [0.1, 0.0, 0.0], [0.1, 0.1, 0.0], [0.0, 0.0, 0.1], [0.0, 0.0, 0.0], [0.0, 0.0, 0.0], [0.0, 0.0, 0.0], [0.2, 0.0, 0.0], [0.0, 0.0, 0.0], [-0.1, 0.3, 0.1], [0.0, 0.1, 0.0], [-0.2, -0.1, -0.2], [-0.1, -0.1, 0.1], [-0.1, 0.1, 0.1], [-0.1, -0.1, -0.1], [0.0, 0.2, -0.2], [-0.1, -0.1, 0.2], [0.0, -0.1, -0.1], [0.0, 0.1, 0.1], [-0.2, 0.1, -0.2], [-0.1, -0.2, -0.1], [0.3, 0.2, 0.0], [-0.2, 0.0, 0.1], [0.0, 0.0, 0.1], [0.0, 0.0, 0.0], [0.0, 0.0, 0.0], [-0.1, 0.0, 0.0], [0.0, 0.1, 0.0], [-0.2, 0.0, 0.0], [0.0, 0.0, 0.0], [0.0, -0.1, 0.0], [0.0, 0.0, 0.1], [-0.1, 0.0, 0.0], [0.0, 0.3, 0.0], [0.0, 0.0, 0.0], [0.0, 0.0, 0.0], [0.0, 0.0, 0.0], [0.0, 0.0, 0.0], [0.0, 0.0, -0.1], [0.0, 0.0, 0.1], [0.0, 0.1, 0.0], [0.0, 0.0, -0.1], [0.0, 0.0, 0.0], [0.0, 0.0, 0.0], [0.0, 0.0, 0.0], [0.0, 0.0, 0.0], [0.0, 0.0, 0.0], [0.0, 0.0, 0.0], [0.0, 0.0, 0.0], [0.0, 0.0, 0.0], [-0.1, 0.1, 0.0], [-0.2, 0.1, 0.1], [0.0, 0.0, 0.0], [0.0, 0.0, 0.0], [0.0, 0.0, 0.0], [0.0, 0.0, 0.0], [-0.1, 0.0, 0.1], [0.0, 0.0, 0.0], [0.0, 0.0, 0.0], [0.1, 0.0, 0.0], [-0.6, 0.6, -0.2], [0.0, 0.0, -0.1], [-0.1, -0.1, 0.1], [0.2, 0.0, -0.1], [0.4, -0.2, -0.2], [-0.3, -0.1, 0.2], [0.0, 0.0, -0.1], [0.0, 0.0, 0.0], [0.0, 0.0, 0.0], [0.0, 0.0, 0.0], [0.0, 0.0, 0.0], [0.4, 0.0, 0.3], [-0.1, 0.0, 0.0], [-0.1, 0.0, 0.0], [0.1, -0.1, 0.0], [-0.6, -0.2, 0.4], [0.3, -0.3, -0.1], [0.9, -1.1, 0.6], [0.2, 0.1, -0.4], [-0.2, 0.0, 0.0], [0.1, 0.1, 0.0], [0.1, 0.0, 0.0], [0.0, -0.1, 0.0], [0.2, 0.0, -0.1], [0.0, 0.0, 0.0], [0.0, 0.0, 0.0], [0.0, 0.0, 0.0], [-0.5, 0.4, -0.4], [0.1, 0.0, 0.0], [0.0, 0.0, 0.0], [0.0, 0.0, 0.0], [0.0, 0.0, 0.0]],
  "homo_ev": -2.2,
  "total_energy_ha": -8953.51834,
  "total_charge": -2,
  "e_above_lowest_kcal_mol": 0.0,
  "orbital_gap_ev": 5.84
}